1.
{"formula": "C22H35O3Pb", "method": "ωB97M-V/def2-TZVPD", "relative_energy_kcal_mol": 58.68, "e_tot_ev": -34757.995, "charge": 1, "gap_ev": 6.63, "elements": ["O", "C", "C", "H", "H", "C", "H", "H", "C", "H", "H", "H", "C", "H", "H", "H", "Pb", "C", "C", "C", "H", "C", "C", "H", "H", "H", "H", "C", "C", "C", "H", "C", "C", "H", "H", "H", "H", "O", "C", "C", "H", "H", "C", "H", "H", "C", "H", "H", "H", "H", "C", "C", "C", "O", "H", "H", "H", "H", "H", "H", "H"], "coordinates": [[-0.0801, 0.0492, -2.2266], [0.9129, -0.4976, -3.1449], [0.4198, 0.4093, -4.2639], [0.7571, -1.5631, -3.2801], [1.9207, -0.3319, -2.7786], [-0.7251, 0.8206, -3.3253], [0.1124, -0.0869, -5.1799], [1.0961, 1.2255, -4.5034], [-2.0527, 0.1994, -3.6864], [-1.9783, -0.8855, -3.7052], [-2.3578, 0.5370, -4.6767], [-2.8321, 0.4762, -2.9824], [-0.8324, 2.2842, -2.9959], [0.1458, 2.7351, -2.8574], [-1.4084, 2.4362, -2.0863], [-1.3363, 2.8064, -3.8086], [0.0000, 0.0000, 0.0000], [0.8724, 1.5476, 1.5469], [1.8008, 0.4936, 1.4310], [2.3500, 0.5530, 0.1305], [2.0474, -0.2324, 2.1862], [1.7496, 1.6206, -0.5487], [0.8139, 2.2293, 0.3102], [0.1854, 3.0721, 0.0767], [0.3033, 1.7869, 2.4269], [3.0543, -0.1465, -0.2799], [1.9334, 1.8920, -1.5736], [-1.4677, -0.4588, 1.8528], [-1.9246, 0.7165, 1.2111], [-2.3283, 0.3773, -0.0906], [-1.9519, 1.7042, 1.6366], [-2.1216, -1.0146, -0.2535], [-1.6079, -1.5240, 0.9530], [-1.2906, -2.5366, 1.1191], [-1.0602, -0.5225, 2.8477], [-2.7459, 1.0564, -0.8124], [-2.2733, -1.5830, -1.1534], [0.7090, -1.6696, -7.4149], [0.2562, -0.5598, -8.1988], [0.4134, -0.9697, -9.6544], [0.8681, 0.3202, -7.9707], [-0.7748, -0.3344, -7.9242], [1.6227, -1.8941, -9.5851], [0.5556, -0.1188, -10.3179], [-0.4651, -1.5197, -9.9932], [1.3928, -2.6027, -8.2595], [2.5437, -1.3112, -9.5517], [1.6900, -2.5838, -10.4241], [2.3178, -2.9072, -7.7686], [0.7707, -3.4947, -8.3938], [3.1511, -2.5506, 0.5987], [1.6326, -2.7683, 0.5860], [1.0983, -2.9330, 2.0252], [0.9387, -1.8963, -0.3326], [3.4575, -1.6615, 1.1739], [3.5408, -2.5021, -0.4400], [3.6464, -3.4093, 1.1019], [1.5287, -3.7819, 0.1410], [0.9690, -1.9850, 2.5687], [0.1701, -3.5227, 2.0682], [1.8021, -3.5616, 2.6120]], "forces_ev_per_angstrom": [[-0.0369, -0.1664, -0.5657], [0.3401, -0.2178, -0.1854], [-0.0180, -0.0218, -0.0933], [-0.0846, -0.0647, 0.0050], [0.0903, 0.0677, 0.0711], [-0.2354, 0.2050, -0.4960], [0.0266, -0.0945, -0.0040], [0.0365, 0.0370, 0.0182], [-0.0282, -0.0809, 0.0778], [0.0429, -0.0979, -0.0901], [0.0179, 0.0454, -0.0046], [-0.1269, 0.0452, 0.0848], [0.0965, 0.0353, 0.0707], [0.1232, 0.0620, -0.0029], [-0.1615, 0.0533, 0.0734], [-0.0168, -0.0076, -0.0215], [1.1513, -2.3653, -1.7022], [0.4227, 0.7152, 1.0633], [1.3161, 0.3405, 0.6988], [1.3572, 0.4496, 0.0339], [0.0272, 0.0959, 0.0708], [0.9358, 0.2941, -0.6262], [-0.0840, 1.0359, 0.0089], [-0.0071, 0.0986, 0.0256], [-0.0701, -0.0075, 0.0546], [0.0252, 0.0506, -0.0656], [0.0479, 0.0597, -0.0486], [-1.0582, -0.0376, 1.0696], [-0.9635, 0.2672, 1.3227], [-0.6998, 0.5511, -0.4870], [-0.0039, 0.0713, 0.0099], [-0.6974, -1.1206, -0.2888], [-0.9943, -0.8080, 0.3682], [-0.1078, 0.0240, -0.0649], [-0.0146, 0.0220, 0.0708], [-0.0708, 0.0298, -0.0641], [-0.1194, -0.0392, -0.0815], [-0.0458, 0.1477, 0.0215], [0.0167, 0.0157, 0.0456], [-0.0701, 0.0301, -0.0681], [0.0520, -0.0064, 0.0057], [-0.0633, -0.0285, 0.0011], [0.0708, 0.0072, 0.0003], [0.0046, 0.0216, 0.0087], [-0.0346, -0.0224, 0.0101], [0.0490, -0.2068, -0.0097], [0.0355, 0.0275, 0.0107], [-0.0130, -0.0192, 0.0062], [-0.0045, 0.0297, 0.0166], [-0.0227, 0.0635, 0.0313], [0.3919, -0.0230, 0.0533], [0.3935, -0.6367, 0.0065], [-0.0170, -0.3864, 0.2391], [-0.2484, -0.0535, 0.1889], [-0.0574, -0.2462, -0.3134], [-0.1902, 0.1030, 0.6288], [-0.3790, 0.4230, -0.3724], [-0.2776, 0.5508, -0.0889], [-0.0269, -0.3220, -0.1747], [0.1338, 0.4602, -0.1134], [-0.1556, 0.5440, -0.4394]]}

2.
{"formula": "C7H9NO4", "method": "ωB97M-V/def2-TZVPD", "relative_energy_kcal_mol": 62.01, "e_tot_ev": -17081.880, "gap_ev": [8.61, 8.61], "elements": ["C", "C", "C", "C", "C", "C", "C", "N", "O", "O", "O", "O", "H", "H", "H", "H", "H", "H", "H", "H", "H"], "coordinates": [[2.3944, 1.6103, -1.5080], [1.0337, 1.1347, -1.6259], [2.7079, 1.6210, -0.1907], [0.6047, 0.8229, -0.3386], [-1.8825, 0.2745, -0.3678], [-1.0971, -2.3855, 1.0565], [-0.4890, 0.1856, 0.3001], [-0.7071, 0.2647, 1.6630], [-1.8385, 0.0621, -1.7055], [-2.8199, 0.6007, 0.2362], [1.7277, 1.0969, 0.5492], [-0.4222, -1.7707, 0.0520], [3.0217, 1.8658, -2.3738], [0.3559, 0.8831, -2.4400], [3.5732, 1.9724, 0.3952], [-2.2338, -2.2620, 0.9942], [-0.6294, -2.0548, 2.0392], [-0.7653, -3.4446, 0.9553], [-1.4917, -0.3461, 1.8558], [0.0022, 0.2966, 2.4464], [-1.0449, -0.4275, -1.9930]], "forces_ev_per_angstrom": [[-0.4465, 0.0757, -1.4763], [-0.6445, -0.9551, 2.0970], [0.2768, -0.1946, 0.3088], [4.0954, 0.7640, 0.0366], [3.8089, -0.5684, -1.9229], [0.4839, -0.5267, 0.7111], [-2.0165, -2.2272, 2.1170], [1.1316, 0.3652, 0.4957], [-0.5276, -0.0851, -0.0771], [-2.5636, 0.3733, 0.7992], [-2.1587, -0.0717, -0.7892], [0.5433, 2.7084, -1.7211], [-0.3287, 0.0721, 0.7892], [0.8120, 0.6625, -0.2543], [-0.5235, -0.3396, -0.6848], [1.1878, -0.3059, 0.4098], [-1.0518, -0.4777, -0.4162], [-0.8158, 0.2897, 0.3171], [-0.0273, 0.5989, 0.6445], [-0.8123, -0.1253, -2.0748], [-0.4229, -0.0324, 0.6908]]}

3.
{"formula": "C18H46BaCu2O13P3", "method": "ωB97M-V/def2-TZVPD", "relative_energy_kcal_mol": 0.00, "e_tot_ev": -163851.135, "charge": 3, "gap_ev": 4.96, "elements": ["Cu", "Cu", "Ba", "O", "H", "C", "C", "O", "P", "O", "O", "C", "C", "O", "C", "C", "H", "H", "H", "H", "H", "H", "H", "H", "H", "H", "H", "H", "H", "H", "H", "C", "C", "O", "P", "O", "O", "C", "C", "O", "C", "C", "H", "H", "H", "H", "H", "H", "H", "H", "H", "H", "H", "H", "H", "H", "H", "C", "C", "O", "P", "O", "O", "C", "C", "O", "C", "C", "H", "H", "H", "H", "H", "H", "H", "H", "H", "H", "H", "H", "H", "H", "H"], "coordinates": [[-2.0481, -1.4124, -4.0520], [-4.2282, 0.4031, -1.5553], [-3.7445, 1.5580, -4.8496], [-2.3370, 0.4235, -2.8518], [-1.5882, 0.5118, -2.2433], [-4.2320, 3.2582, 4.6033], [-3.1215, 2.7924, 3.6820], [-3.7486, 2.1930, 2.5118], [-3.8939, 2.8896, 1.0724], [-4.4698, 1.9491, 0.0738], [-4.8774, 4.1284, 1.3092], [-6.2712, 3.8043, 1.5086], [-6.9810, 5.0254, 2.0732], [-2.4606, 3.4755, 0.6764], [-1.4702, 2.6052, 0.1660], [-1.3192, 1.2412, 0.7996], [-4.7971, 4.0874, 4.1780], [-4.9743, 2.5099, 4.8832], [-3.8154, 3.5878, 5.5572], [-2.5162, 3.6127, 3.2901], [-2.4555, 2.0327, 4.0857], [-6.7458, 3.5017, 0.5743], [-6.3246, 2.9900, 2.2356], [-6.7769, 5.8900, 1.4453], [-8.0407, 4.7746, 2.1062], [-6.6511, 5.2144, 3.0932], [-1.6279, 2.4393, -0.9108], [-0.4886, 3.0671, 0.2727], [-1.1317, 1.3585, 1.8664], [-2.1213, 0.5116, 0.6255], [-0.4712, 0.7151, 0.3632], [3.3577, -1.7349, 3.0497], [3.6085, -0.4897, 2.2403], [2.8272, -0.6596, 1.0131], [2.7175, 0.6453, 0.0813], [1.8422, 1.6888, 0.6339], [2.2619, -0.0008, -1.2942], [1.1860, 0.5944, -2.0319], [1.5552, 0.6962, -3.4842], [4.2467, 1.0635, -0.1306], [4.6024, 2.4389, -0.3480], [6.0961, 2.5742, -0.0510], [3.7736, -1.6448, 4.0556], [2.3129, -2.0282, 3.1342], [3.9105, -2.5936, 2.6599], [3.3162, 0.3741, 2.8411], [4.6677, -0.3303, 2.0449], [0.3593, -0.1128, -1.8869], [0.8521, 1.5478, -1.6195], [1.5938, -0.2767, -3.9700], [0.8744, 1.3588, -4.0283], [2.5086, 1.2141, -3.5989], [4.3539, 2.7897, -1.3511], [4.0698, 3.0784, 0.3576], [6.4102, 3.6147, -0.1235], [6.2997, 2.2183, 0.9581], [6.7094, 1.9936, -0.7393], [-1.2888, -2.5154, 1.3171], [-0.8169, -2.2160, -0.1016], [-0.5213, -3.3993, -0.8675], [0.3806, -3.2681, -2.1446], [-0.2408, -2.3400, -3.1335], [0.5418, -4.7508, -2.6590], [1.1616, -5.0846, -3.9407], [2.0804, -6.2571, -3.7036], [1.8078, -2.8344, -1.5771], [2.3581, -3.5849, -0.4875], [3.8824, -3.6944, -0.5810], [-2.1109, -1.8243, 1.5067], [-1.7087, -3.5195, 1.3977], [-0.5134, -2.4202, 2.0714], [-1.5190, -1.5202, -0.5663], [0.1636, -1.7485, 0.0403], [0.3019, -5.2503, -4.5858], [1.7990, -4.2621, -4.2769], [3.0318, -5.9878, -3.2466], [1.6385, -6.8907, -2.9308], [2.1891, -6.8035, -4.6384], [1.9859, -3.2000, 0.4644], [1.9971, -4.6182, -0.4829], [4.1959, -3.7187, -1.6260], [4.4387, -2.8453, -0.1840], [4.1817, -4.6045, -0.0661]], "forces_ev_per_angstrom": [[1.6885, -0.0969, 1.7808], [1.1408, 1.1322, 1.3848], [0.7229, 0.1496, 0.6516], [-2.3098, -0.4194, -1.5518], [0.1019, -0.1289, -0.0393], [0.1120, 0.2209, 0.6216], [-0.5127, 0.5209, -0.3770], [-0.2896, -0.3595, -2.4069], [-0.2543, 0.7016, 2.6440], [0.1358, -1.5631, -1.6619], [1.9373, -0.6787, -0.9421], [-0.8303, 0.2367, 0.7705], [0.4059, -0.6059, -0.0632], [-1.6162, 0.2093, 0.5074], [1.1730, -1.1748, -0.9363], [-0.1974, -0.6446, 0.3049], [0.2378, 0.1005, -0.1074], [0.3019, -0.4166, -0.3308], [0.1171, 0.1703, -0.1183], [0.0674, 0.1377, 0.4879], [-0.2020, -0.0264, 0.1530], [0.3345, -0.0684, -0.0981], [-0.0750, -0.1104, -0.1664], [-0.2407, 0.0829, 0.0575], [-0.0739, 0.2998, -0.0676], [0.0270, 0.1527, -0.0447], [-0.2098, 0.4165, -0.0605], [-0.2483, 0.4538, 0.0535], [-0.0253, -0.3183, -0.0005], [-0.4878, 0.5102, 0.2945], [0.4569, 0.5100, 0.0872], [0.8814, -0.8057, 0.3871], [-0.3087, -0.4489, 0.8083], [0.4990, 1.2538, -0.6838], [1.3749, -0.4856, 1.2527], [-0.2289, 0.1322, -0.5504], [-0.3149, 0.6334, -0.0752], [-0.4011, -0.6286, 0.2005], [0.2362, 0.4647, -0.3607], [-1.2535, -0.4383, -0.0686], [0.9820, 0.9079, 0.6242], [-0.2422, -0.1934, -0.2441], [-0.1955, 0.3181, 0.0419], [-0.1022, 0.3214, -0.0551], [-0.1618, 0.0320, -0.3470], [-0.5564, 0.2033, -0.4874], [-0.0288, -0.2917, -0.4799], [-0.2095, -0.0059, -0.2163], [0.4514, 0.1294, 0.1818], [0.1091, 0.0088, 0.0189], [-0.3591, -0.1738, 0.0572], [0.1644, -0.2731, 0.0989], [-0.0276, -0.3851, -0.1463], [-0.2361, -0.1788, -0.0147], [-0.0946, 0.0262, 0.0157], [-0.0118, 0.0628, 0.0318], [-0.0915, -0.0369, -0.0559], [-0.8196, -0.4846, -0.4316], [1.6525, 0.0686, 1.2261], [-1.0551, -0.4709, -0.0127], [1.2093, -1.4177, 0.6787], [-0.5863, 1.0431, -0.9250], [-0.5453, 1.2885, 0.9249], [0.5886, 0.3174, 0.4165], [-0.6441, -0.4998, 0.5166], [-1.3900, 0.6156, -1.4666], [0.7601, -1.3272, 0.9610], [-0.2442, 0.7160, -0.2171], [0.1147, 0.0034, 0.4851], [0.0206, 0.0025, -0.0910], [0.0544, 0.1141, -0.0933], [0.0365, -0.3388, -0.6384], [-0.2092, 0.6539, -0.3837], [0.3875, -0.2423, -0.3428], [-0.5024, 0.2715, -0.1695], [0.1335, 0.3443, -0.5072], [-0.2607, -0.3181, -0.4162], [0.3264, -0.1345, 0.1579], [0.2679, 0.5159, -0.1432], [-0.2775, 0.0907, -0.5061], [-0.1632, -0.4437, -0.0451], [-0.2957, 0.0566, 0.3227], [0.1795, 0.0336, -0.0598]]}

4.
{"formula": "C4H9NOS", "method": "ωB97M-V/def2-TZVPD", "relative_energy_kcal_mol": 16.46, "e_tot_ev": -18666.813, "smiles": "CC(=O)NCCS", "gap_ev": 9.88, "elements": ["C", "C", "O", "N", "C", "C", "S", "H", "H", "H", "H", "H", "H", "H", "H", "H"], "coordinates": [[0.0396, 0.2277, 2.7007], [0.6222, 0.1277, 1.2988], [1.7868, -0.1214, 1.1118], [-0.2776, 0.5580, 0.3411], [0.0892, 0.4285, -1.0560], [-0.5229, -0.8127, -1.6727], [-0.3483, -1.0435, -3.4608], [-0.0708, 1.2711, 3.0067], [0.6322, -0.2840, 3.4558], [-0.9584, -0.1982, 2.7245], [-0.7952, 1.3551, 0.6331], [1.1681, 0.2929, -1.1161], [-0.2997, 1.2979, -1.5819], [-0.3368, -1.7523, -1.1476], [-1.6206, -0.7897, -1.6116], [0.8922, -0.5572, -3.6257]], "forces_ev_per_angstrom": [[-0.3215, -0.2393, 0.1976], [-0.1137, 1.5381, 1.3888], [0.0735, -0.8978, -0.6050], [0.8002, -1.1196, -0.3262], [-0.1448, -0.2678, -0.0772], [-1.7073, -0.8277, -0.0966], [0.3646, 0.2800, -0.1147], [0.1602, 0.0414, -0.1362], [0.2473, 0.0541, -0.2527], [-0.1820, -0.0829, -0.0392], [-0.6808, 0.2603, 0.0365], [0.1350, 0.6104, -0.1400], [0.4415, 0.0834, -0.2233], [0.8079, 0.2434, 0.0806], [0.0937, 0.4435, 0.1998], [0.0263, -0.1193, 0.1079]]}